C11H31BrFGaNO10P2 | ωB97M-V/def2-TZVPD

Results
LUMO energy in eV: 1.35
Net charge: -1
HOMO level in eV: -4.97
Multiplicity: 1

Element x y z (Å)
Br (-2.892, 0.150, 4.608)
Ga (-3.315, -2.092, 3.822)
P (-1.608, 4.810, -2.020)
P (0.248, -1.182, -2.448)
F (-3.060, -2.177, 2.027)
O (-2.604, 4.061, -2.776)
O (-1.911, 6.361, -2.126)
O (0.717, 0.365, -2.225)
O (-1.160, 4.142, -0.667)
O (0.732, -1.793, -1.197)
O (2.335, -0.930, 3.578)
O (-2.083, -3.194, 4.639)
O (-0.905, -2.253, -2.796)
O (1.200, -1.469, -3.733)
O (-0.171, 4.803, -2.796)
N (0.159, -2.890, 3.115)
C (1.882, 0.547, -1.412)
C (1.359, -0.505, -4.780)
C (-1.253, 2.700, -0.596)
C (-1.721, -4.325, 3.896)
C (-1.757, -2.117, -3.950)
C (1.076, 4.814, -2.108)
C (2.858, -3.176, 4.190)
C (-1.105, 7.305, -1.405)
C (-0.634, -4.069, 2.830)
C (1.312, -2.723, 2.248)
C (2.524, -2.247, 3.038)
H (-2.289, 2.385, -0.513)
H (-4.830, -2.428, 4.118)
H (3.915, -3.099, 4.442)
H (1.103, -2.056, 1.404)
H (1.598, -3.692, 1.833)
H (1.753, 5.471, -2.653)
H (-0.924, 6.985, -0.379)
H (0.060, -4.917, 2.855)
H (1.661, 0.349, -0.368)
H (1.494, 3.806, -2.091)
H (-1.062, -4.080, 1.818)
H (3.382, -2.203, 2.355)
H (2.523, -0.307, 2.875)
H (-2.583, -4.806, 3.412)
H (0.986, 5.168, -1.083)
H (-2.605, -2.778, -3.802)
H (0.555, 0.230, -4.798)
H (-0.783, 2.247, -1.466)
H (-2.129, -1.099, -4.067)
H (-0.422, -2.064, 3.109)
H (2.657, -4.207, 3.900)
H (2.249, -2.920, 5.052)
H (2.162, 1.594, -1.536)
H (-1.218, -2.415, -4.851)
H (2.690, -0.098, -1.751)
H (-1.314, -5.057, 4.605)
H (-0.727, 2.400, 0.306)
H (-0.152, 7.448, -1.916)
H (-1.647, 8.246, -1.386)
H (2.305, 0.020, -4.652)
H (1.370, -1.040, -5.728)

C5H13NS | ωB97M-V/def2-TZVPD

Results
LUMO energy in eV: 0.00
HOMO level in eV: -7.79
Relative energy (zero: lowest compared OMol25 entry of this formula, charge and spin) in eV: 9.3126
Multiplicity: 1

Element x y z (Å)
S (-2.562, 0.081, 0.105)
N (2.207, 0.350, 0.542)
C (0.167, 1.259, -0.509)
C (-0.991, -0.804, -0.292)
C (3.139, -1.172, 0.525)
C (0.995, 1.102, 0.766)
C (-0.207, 0.049, -1.271)
H (0.605, 1.970, -1.207)
H (1.298, 2.076, 1.151)
H (-0.836, 0.421, -2.086)
H (-1.709, 1.814, 0.192)
H (4.140, -0.768, 0.522)
H (0.257, 0.700, 1.478)
H (3.124, -1.880, 1.367)
H (2.955, -1.726, -0.392)
H (-0.951, 1.396, -0.136)
H (0.625, -0.454, -1.767)
H (-1.289, -1.753, -0.735)
H (-0.451, -0.943, 0.641)
H (1.985, -0.788, 0.811)

C6H10O | ωB97M-V/def2-TZVPD

Results
LUMO energy (alpha / beta) in eV: 0.92 / 0.92
HOMO level (alpha / beta) in eV: -6.86 / -6.86
Relative energy (zero: lowest compared OMol25 entry of this formula, charge and spin) in eV: 4.9838
Multiplicity: 1

Element x y z (Å)
O (0.738, -0.799, 1.235)
C (-1.284, 0.779, 0.174)
C (-1.100, -0.585, 0.809)
C (1.150, 0.924, -0.460)
C (-0.026, 1.515, -0.245)
C (0.323, -1.300, -1.027)
C (1.275, -0.548, -0.240)
H (-0.134, 2.584, -0.418)
H (2.310, -0.903, -0.169)
H (2.009, 1.495, -0.810)
H (-1.852, 1.435, 0.854)
H (-1.639, -1.422, 0.384)
H (-1.898, 0.635, -0.724)
H (0.484, -2.374, -1.142)
H (1.041, -0.097, 1.848)
H (-0.059, -0.840, -1.933)
H (-1.261, -0.557, 1.890)

C19H24BrCsN4O5 | ωB97M-V/def2-TZVPD

Results
LUMO energy in eV: -0.26
HOMO level in eV: -7.47
Relative energy (zero: lowest compared OMol25 entry of this formula, charge and spin) in eV: 1.1642
Multiplicity: 1

Element x y z (Å)
Cs (0.922, -1.831, 0.280)
Br (1.600, 0.295, -2.733)
O (-4.135, 1.009, 0.769)
O (4.823, -2.527, 2.383)
O (3.231, -1.741, 1.065)
O (-1.359, -2.151, 0.723)
O (0.374, -4.092, -2.583)
N (-0.518, 0.443, -0.564)
N (4.064, -3.163, -1.048)
N (-1.135, 0.225, 0.578)
N (4.673, -3.260, 0.201)
C (-3.448, -1.154, 4.237)
C (-0.349, -5.062, -1.830)
C (-4.641, 0.544, 3.024)
C (-2.705, -1.430, 3.100)
C (-2.047, -1.054, 0.698)
C (-1.330, 6.621, -2.063)
C (-3.884, 0.267, 1.893)
C (0.638, 1.835, -2.113)
C (-2.902, -0.725, 1.923)
C (5.939, -3.388, 2.583)
C (0.806, 2.988, -2.771)
C (0.689, 5.463, -2.665)
C (-1.298, 4.220, -2.165)
C (0.006, 6.645, -2.437)
C (-1.981, 5.403, -1.938)
C (-0.135, 1.616, -0.911)
C (4.195, -2.460, 1.199)
C (0.058, 4.226, -2.509)
C (-4.418, -0.162, 4.195)
H (1.733, 5.492, -2.957)
H (-5.010, 0.059, 5.074)
H (-3.657, 0.617, 0.028)
H (1.555, 3.036, -3.552)
H (-3.031, 5.373, -1.675)
H (3.940, -4.075, -1.460)
H (4.572, -2.551, -1.672)
H (-0.262, -3.479, -2.963)
H (-0.991, -4.596, -1.077)
H (-0.336, 2.488, -0.285)
H (-1.957, -2.213, 3.088)
H (6.803, -3.054, 2.004)
H (0.514, 7.594, -2.555)
H (5.695, -4.426, 2.351)
H (-1.864, 7.546, -1.886)
H (6.180, -3.314, 3.639)
H (5.588, -3.669, 0.277)
H (-2.696, -0.956, -0.218)
H (-1.429, 1.039, 1.115)
H (-3.277, -1.713, 5.148)
H (-1.829, 3.280, -2.108)
H (-5.402, 1.312, 2.966)
H (0.388, -5.687, -1.327)
H (-0.959, -5.702, -2.475)

C53H45N4O6P2SiSr | ωB97M-V/def2-TZVPD

Results
LUMO energy in eV: 1.93
Net charge: -1
HOMO level in eV: -4.06
Relative energy (zero: lowest compared OMol25 entry of this formula, charge and spin) in eV: 1.9100
Multiplicity: 1

Element x y z (Å)
Sr (-2.977, -0.059, -0.214)
P (1.048, -0.959, -2.507)
P (1.859, 0.018, 0.949)
Si (-0.508, -2.308, 0.454)
O (-3.377, 0.796, 2.356)
O (-5.532, -2.627, 7.084)
O (-5.279, 2.297, -2.720)
O (-4.617, -1.054, 8.165)
O (-4.316, -1.938, 1.192)
O (-2.340, 0.134, -2.531)
N (-1.455, 1.993, -3.402)
N (-5.326, 0.635, -0.959)
N (-4.928, -1.560, 7.105)
N (-2.728, 2.689, -0.537)
C (-1.380, -4.031, 0.767)
C (3.122, -4.313, -0.049)
C (1.545, 2.712, 0.482)
C (-1.793, 3.256, -1.300)
C (-3.654, 0.155, 3.421)
C (2.401, 0.192, -2.838)
C (1.779, -2.361, -1.572)
C (-4.719, -2.008, 2.357)
C (1.594, -2.919, -6.146)
C (0.009, 4.237, 1.558)
C (3.581, -3.887, -1.299)
C (1.938, -3.777, 0.395)
C (0.843, -1.841, -4.127)
C (1.828, -2.074, -5.085)
C (-3.671, 0.145, 5.854)
C (-0.444, -2.334, -4.361)
C (0.312, -3.437, -6.336)
C (0.033, 1.856, 2.072)
C (-4.533, -0.950, 5.890)
C (2.858, 2.360, -3.849)
C (-3.537, 3.454, 0.192)
C (-2.153, 0.819, -3.496)
C (5.377, 1.559, 2.176)
C (2.929, -3.002, -2.079)
C (1.011, 3.981, 0.616)
C (-1.616, 4.632, -1.381)
C (-2.442, 5.433, -0.647)
C (-2.706, 0.423, -4.817)
C (5.714, -0.763, 1.759)
C (-5.389, 1.470, -1.825)
C (1.105, 1.637, 1.250)
C (4.395, -0.852, 1.440)
C (3.530, 0.266, 1.419)
C (4.080, 2.439, -3.238)
C (1.200, -2.848, -0.354)
C (-4.884, -1.566, 4.692)
C (-3.184, 0.651, 4.687)
C (0.212, -1.975, 2.187)
C (1.161, -0.915, 2.343)
C (-0.480, 3.182, 2.271)
C (-0.243, -2.654, 3.317)
C (-4.432, -1.087, 3.467)
C (-3.480, 4.818, 0.089)
C (3.632, 0.329, -2.132)
C (1.241, -1.256, 4.792)
C (2.035, 1.253, -3.716)
C (4.465, 1.394, -2.405)
C (1.724, -0.638, 3.616)
C (-0.888, 2.412, -2.152)
C (4.049, 1.464, 1.789)
C (6.258, 0.455, 2.140)
C (0.186, -2.227, 4.634)
C (-0.688, -3.191, -5.473)
H (-0.853, 5.121, -2.020)
H (0.141, -4.079, -7.196)
H (1.559, -4.086, 1.336)
H (2.393, 2.650, -0.110)
H (-1.311, -2.147, -3.765)
H (3.472, 2.361, 1.819)
H (-0.342, -2.608, 5.487)
H (4.718, 3.307, -3.491)
H (3.233, -2.695, -3.080)
H (3.980, -0.413, -1.448)
H (-0.421, 1.030, 2.640)
H (-1.306, 3.331, 2.911)
H (-4.181, 5.427, 0.753)
H (1.456, 4.812, 0.040)
H (-2.201, 0.780, -5.716)
H (-2.292, -3.847, 1.356)
H (2.565, 0.053, 3.722)
H (3.701, -4.954, 0.629)
H (1.573, -0.976, 5.816)
H (1.102, 1.148, -4.209)
H (6.357, -1.680, 1.793)
H (2.476, 3.229, -4.341)
H (-1.637, -3.592, -5.672)
H (-1.424, 2.617, -4.223)
H (3.950, -1.806, 1.036)
H (-3.741, 0.601, -4.845)
H (-4.375, 2.957, 0.747)
H (5.465, 1.485, -1.957)
H (2.808, -1.624, -4.898)
H (-0.780, -4.740, 1.373)
H (7.227, 0.534, 2.523)
H (-5.389, -2.850, 2.564)
H (-2.359, 6.498, -0.679)
H (-0.368, 5.274, 1.696)
H (-3.435, 0.598, 6.795)
H (-2.460, 1.420, 4.639)
H (-2.574, -0.652, -4.950)
H (0.036, 3.000, -2.378)
H (-1.742, -4.378, -0.237)
H (-0.862, -3.547, 3.149)
H (4.544, -4.258, -1.682)
H (2.429, -3.126, -6.882)
H (-0.617, 1.555, -1.565)
H (5.687, 2.541, 2.503)
H (-5.555, -2.408, 4.591)

C5H13FNO6PS2 | ωB97M-V/def2-TZVPD

Results
LUMO energy in eV: -1.57
HOMO level in eV: -9.43
Multiplicity: 1

Element x y z (Å)
S (-3.267, -1.577, -0.035)
S (2.234, 2.380, -0.720)
P (2.975, -0.328, -0.608)
F (1.318, 3.744, -0.231)
O (-2.406, -2.432, 0.927)
O (2.100, -0.981, -1.996)
O (-3.327, -2.395, -1.541)
O (-4.734, -1.495, 0.530)
O (2.121, 2.103, -2.247)
O (3.746, 2.759, -0.469)
N (1.952, 0.928, 0.220)
C (-2.007, 0.691, 1.192)
C (0.514, 0.429, 0.079)
C (3.263, -1.744, 0.664)
C (-0.466, 1.242, 1.111)
C (-2.654, 0.207, -0.233)
H (0.421, -0.752, 0.169)
H (3.711, -2.694, 0.105)
H (-2.449, -2.125, -1.989)
H (-0.002, 1.088, 2.200)
H (1.409, -1.642, -1.688)
H (0.178, 0.750, -1.019)
H (-1.977, 0.373, -1.173)
H (-0.513, 2.401, 0.949)
H (-2.078, -0.105, 2.062)
H (-2.670, 1.613, 1.561)
H (4.027, -1.297, 1.464)
H (2.221, -1.990, 1.143)
H (-3.641, 0.849, -0.427)